1.
# C7H9NO2

C7H9NO2 in the gas phase at a distorted geometry (ωB97M-V with the def2-TZVPD basis set, OMol25).

Last column: Mulliken charge in e.
Cartesian coordinates (Å):
1 N -0.5433 0.9896 -1.6595  -0.66
2 C 0.1477 0.6757 -0.4039  0.09
3 C -0.8175 0.4108 0.7516  0.40
4 C -2.1717 0.9378 0.7467  -0.31
5 O -2.4498 1.9322 0.0373  -0.55
6 C -0.3382 -0.5543 1.7030  -0.46
7 C 0.9991 -1.1394 1.5784  -0.38
8 C 1.6730 -1.1843 0.3608  -0.55
9 C 1.0119 -0.5955 -0.7808  0.16
10 O 1.9227 -0.3915 -1.9307  -0.58
11 H -1.1206 0.1384 -1.9034  0.28
12 H -1.1252 1.7928 -1.4782  0.32
13 H 0.8671 1.4187 -0.1886  0.33
14 H -2.9499 0.4868 1.4064  0.32
15 H -1.0675 -0.7163 2.5340  0.33
16 H 1.4972 -1.4347 2.5233  0.35
17 H 2.7354 -1.5937 0.4364  0.32
18 H 0.2598 -1.3367 -1.1168  0.22
19 H 1.4699 0.1635 -2.6160  0.37

SMILES: N[C@H]1C(C=O)=CC=C[C@@H]1O
Total charge: 0
Energy above the lowest of the compared OMol25 structures with the same formula, charge and spin: 64.41 kcal per mole
HOMO: -8.86 eV
Gap between HOMO and LUMO: 7.962 eV
LUMO: -0.90 eV
2S+1: 1
F_max: 4.9 eV Å⁻¹

2.
# C4H6N2O2

3 unconnected molecules or ions with the total composition C4H6N2O2 at a distorted geometry (ωB97M-V with the def2-TZVPD basis set, OMol25).

Last column: Mulliken charge in e.
Cartesian coordinates (Å):
1 C 1.3588 0.0035 -0.3061  0.60
2 C -0.1331 -0.5406 0.0625  -0.64
3 C -1.1709 0.5665 -0.2794  0.57
4 C -2.6011 -0.0095 -0.0207  -0.23
5 H 3.3302 -0.3651 0.5937  0.37
6 H 2.1700 -1.6012 1.3760  0.28
7 H 0.1274 -0.6486 1.1690  0.25
8 H -0.5089 -1.4454 -0.2478  0.43
9 H -1.3819 0.8598 -1.5032  0.22
10 H -0.1039 2.0920 0.2455  0.40
11 N 2.2865 -0.8232 -0.2357  -0.73
12 N -3.5746 -0.9055 -0.4822  -0.39
13 O 1.3149 1.1030 -0.8019  -0.59
14 O -1.1133 1.7144 0.4303  -0.56

Total charge: 0
Energy above the lowest of the compared OMol25 structures with the same formula, charge and spin: 256.14 kcal per mole
HOMO: -10.19 eV
Gap between HOMO and LUMO: 7.514 eV
LUMO: -2.67 eV
2S+1: 1
F_max: 14.2 eV Å⁻¹

3.
# C3H9N2O

2 unconnected molecules or ions with the total composition C3H9N2O at a distorted geometry (ωB97M-V with the def2-TZVPD basis set, OMol25).

Last column: Mulliken charge in e.
Cartesian coordinates (Å):
1 C 1.0699 -1.1227 -1.4015  0.39
2 C 0.3719 1.4769 0.1718  -0.72
3 C -1.3148 -0.1788 -0.1996  -0.98
4 N 0.4469 -0.7172 1.2564  -0.69
5 N 0.0100 0.0601 0.1731  0.20
6 O 1.0636 -0.8400 -2.5078  -0.15
7 H 1.4752 -1.7680 -0.5089  0.37
8 H -0.2706 1.9048 -0.6814  0.25
9 H 0.1426 2.0231 1.1005  0.35
10 H 1.4945 1.6614 -0.0369  0.30
11 H -1.4900 -1.2649 -0.4094  0.39
12 H -1.9517 0.1211 0.7033  0.35
13 H -1.4703 0.3915 -1.1105  0.39
14 H -0.1250 -1.5426 1.2697  0.27
15 H 0.5479 -0.2047 2.1811  0.27

Total charge: +1
Energy above the lowest of the compared OMol25 structures with the same formula, charge and spin: 107.31 kcal per mole
HOMO (spin up / spin down): -13.91 / -13.91 eV
Gap between HOMO and LUMO (spin up / spin down): 9.005 / 9.006 eV
LUMO (spin up / spin down): -4.90 / -4.90 eV
2S+1: 1
F_max: 3.3 eV Å⁻¹

4.
# C21H19F7N2Ta

A molecular structure, C21H19F7N2Ta at a distorted geometry (ωB97M-V with the def2-TZVPD basis set, OMol25).

Last column: Mulliken charge in e.
Cartesian coordinates (Å):
1 Ta -1.2886 0.5310 0.6296  1.09
2 C 1.9903 0.9824 2.1542  -1.16
3 C 1.0399 2.1615 2.0913  -0.39
4 N -0.4344 1.7567 2.1088  -0.31
5 C -1.3367 2.9002 1.6726  -0.39
6 C -2.5154 2.5215 0.6721  -1.24
7 C -0.8015 1.2570 3.4932  -0.73
8 C -1.9655 0.2945 3.4019  -0.76
9 N -1.7639 -0.5421 2.1916  0.14
10 C -1.9858 -1.9491 2.2097  -0.15
11 C -1.9335 -2.5102 0.9549  0.86
12 F -1.6112 -1.5540 -0.0388  -0.26
13 C -2.1573 -3.8313 0.6544  -0.30
14 F -2.0763 -4.2535 -0.5941  -0.24
15 C -2.4582 -4.6725 1.7053  -0.32
16 C -2.5151 -4.1528 2.9843  -0.02
17 F -2.7958 -4.9373 3.9989  -0.23
18 C -2.2786 -2.8040 3.2600  0.58
19 F -2.3428 -2.3852 4.5202  -0.26
20 H 3.0065 1.3761 2.1193  0.44
21 H 1.9133 0.3960 3.0638  0.38
22 H 1.8823 0.3193 1.2939  0.27
23 H 1.1768 2.8415 2.9371  0.44
24 H 1.1941 2.7313 1.1774  0.37
25 H -1.7803 3.3501 2.5581  0.42
26 H -0.7394 3.6410 1.1486  0.48
27 H -3.2276 1.7217 1.0115  0.48
28 H -3.1782 3.3903 0.6126  0.57
29 H -2.1952 2.3981 -0.3952  0.46
30 H 0.0725 0.7521 3.8848  0.42
31 H -1.0086 2.1161 4.1328  0.39
32 H -2.0501 -0.2885 4.3137  0.56
33 H -2.9096 0.8334 3.3017  0.23
34 H -2.6399 -5.7269 1.5378  0.55
35 F 3.8116 0.8701 -7.2792  -0.24
36 C 3.8978 -0.1704 -6.4712  0.74
37 F 3.5253 -1.2641 -7.1224  -0.21
38 F 5.1573 -0.3128 -6.0745  -0.21
39 C 3.0196 0.0065 -5.2350  0.44
40 C 2.9957 -1.0459 -4.3100  -0.93
41 C 2.2310 -0.9363 -3.1843  -0.54
42 C 1.4797 0.2612 -2.9678  0.48
43 C 1.5194 1.3223 -3.9237  -0.62
44 C 2.2841 1.1815 -5.0500  -0.67
45 C 0.7258 0.3934 -1.8478  2.54
46 C 0.0209 0.5166 -0.8008  -2.08
47 H 3.5814 -1.9360 -4.4995  0.46
48 H 2.1907 -1.7357 -2.4571  0.49
49 H 0.9431 2.2210 -3.7499  0.45
50 H 2.3302 1.9639 -5.7947  0.55

Total charge: +3
HOMO (spin up / spin down): -18.04 / -18.04 eV
Gap between HOMO and LUMO (spin up / spin down): 5.710 / 5.695 eV
LUMO (spin up / spin down): -12.33 / -12.34 eV
2S+1: 1
F_max: 1.1 eV Å⁻¹